Entry 1:
The following is a DFT calculation (ωB97M-V/def2-TZVPD) of 15 unconnected molecules or ions with the total composition C32H66Cl26N2O2.

**M**: 1432.67 g/mol
**HOMO energy**: -9.37 eV
**Orbital gap**: 9.6 eV
**Spin multiplicity**: 1
**Charge**: 0

Structure (XYZ):
```
128
Properties=species:S:1:pos:R:3:forces:R:3
Cl -16.78461 -6.65720 19.65605 -0.2 0.1 -0.1
C -15.45097 -7.82169 19.46287 -0.5 -1.1 -2.2
C -15.95318 -9.29369 19.43983 0.7 1.5 -1.4
Cl -16.53021 -9.82225 20.98883 -0.7 -0.3 0.6
H -14.75453 -7.54131 20.19981 0.8 -0.1 1.1
H -14.98618 -7.65727 18.45596 -0.5 0.0 0.8
H -15.12829 -9.94013 19.18314 0.5 -0.1 0.0
H -16.65107 -9.39560 18.57344 -0.1 0.0 1.1
Cl -17.90105 -6.79854 14.92112 0.2 0.0 0.1
C -17.58632 -5.06995 15.24203 1.0 0.2 -1.3
C -16.25512 -4.56033 14.65406 -0.7 -1.7 0.7
Cl -14.79950 -5.19141 15.45771 0.1 -0.2 0.3
H -17.54762 -4.89414 16.31700 -0.8 0.1 -0.2
H -18.30499 -4.53027 14.58835 -0.1 -0.2 1.3
H -16.27608 -3.53162 14.89925 0.2 1.3 -0.5
H -16.18744 -4.86436 13.62069 0.1 0.5 -0.3
Cl -12.83962 -5.59996 18.25326 1.3 0.7 0.2
C -11.37601 -4.52061 17.83750 -0.7 -0.8 -2.8
C -11.93454 -3.13850 17.46174 -0.5 -1.1 0.3
Cl -12.22259 -2.25921 18.96844 -0.7 0.4 0.5
H -10.94942 -5.03648 16.88881 -0.5 0.9 1.7
H -10.64633 -4.45913 18.62782 0.0 -0.3 0.3
H -12.85458 -3.29507 16.85502 0.5 0.4 0.6
H -11.26970 -2.46020 16.97875 0.8 -0.2 -0.8
Cl -16.97106 -4.87894 26.51621 -0.2 -0.1 0.5
C -16.25901 -5.15178 24.91666 0.3 0.7 0.4
C -16.05605 -6.57038 24.58403 -0.5 -2.0 0.0
Cl -14.57138 -7.28071 25.39854 -0.7 0.4 -0.3
H -15.29446 -4.64680 24.95665 -0.2 0.2 -0.4
H -16.96176 -4.71000 24.21786 0.2 0.2 -0.3
H -15.88609 -6.66702 23.50165 0.1 0.0 0.4
H -16.94260 -7.20168 24.89741 1.1 0.6 -0.4
Cl -15.54370 -2.10164 20.71444 -0.1 -0.3 -0.3
C -15.64691 -2.98060 19.14132 -0.8 0.6 -0.9
C -15.53963 -1.97285 17.94899 0.9 -1.2 0.2
Cl -17.13678 -1.45760 17.43015 -0.5 0.6 -0.1
H -16.68198 -3.41330 19.08251 1.2 0.0 0.2
H -14.85405 -3.73682 19.09719 -0.3 0.2 0.2
H -15.10891 -2.44315 17.05582 -0.1 -0.3 0.4
H -14.87279 -1.13919 18.14958 -0.4 0.2 0.3
Cl -7.13036 -10.02018 18.69084 -0.1 -0.4 -0.1
C -8.67385 -9.27956 18.17542 0.1 -0.7 0.6
C -9.48908 -8.87353 19.38465 -0.2 0.4 -0.2
Cl -8.55621 -7.71866 20.39173 0.1 0.0 0.3
H -9.17527 -9.93596 17.47381 -0.3 -0.5 0.4
H -8.37994 -8.47318 17.58179 0.4 1.6 -0.6
H -9.73532 -9.76260 19.99181 -0.1 0.7 -0.2
H -10.34020 -8.22443 19.09953 0.1 -1.1 0.0
Cl -13.61737 -12.20493 20.12537 -0.5 -1.0 -0.9
C -14.10315 -13.66519 19.03879 0.6 0.5 1.9
C -14.39052 -13.23892 17.64998 -0.6 -1.1 -0.5
Cl -15.93575 -12.35011 17.62041 0.0 0.3 -0.2
H -15.02004 -14.09313 19.45801 0.4 0.1 0.2
H -13.23159 -14.32311 19.21605 -0.6 0.2 -0.7
H -14.57478 -14.13222 17.02557 0.2 0.3 0.3
H -13.61151 -12.66460 17.21030 0.5 0.7 -0.3
Cl -22.88847 -8.88698 17.00320 -0.3 0.1 -0.2
C -22.52694 -8.36714 18.66978 0.7 0.1 -0.4
C -21.24070 -7.57674 18.72548 -0.4 1.8 0.8
Cl -19.80604 -8.45154 18.20044 0.2 -0.1 0.2
H -22.44510 -9.29643 19.20848 0.0 -0.1 0.5
H -23.31124 -7.72108 19.05935 -0.2 -0.2 -0.1
H -21.13722 -7.22280 19.80687 0.2 -0.5 -1.5
H -21.28468 -6.66668 18.06989 -0.2 -0.8 0.6
Cl -20.13932 -11.33581 19.49499 0.4 -0.8 0.0
C -20.05973 -12.99185 20.28557 -0.2 0.3 -1.9
C -18.75863 -13.74292 19.97237 -0.2 0.4 -1.5
Cl -18.41687 -15.05991 21.11349 -0.4 -0.3 0.1
H -20.99725 -13.44614 19.97516 0.3 -0.5 -0.2
H -20.18861 -12.74044 21.27757 0.2 0.2 2.3
H -17.90733 -13.07348 20.11401 -0.2 0.1 -0.4
H -18.77756 -14.15516 18.90393 0.1 0.6 1.6
Cl -11.98274 -9.84728 21.79197 0.2 -0.1 0.1
C -13.29234 -9.93177 23.03437 0.3 -0.5 -0.3
C -12.83914 -10.63889 24.33363 0.7 0.1 -1.3
Cl -11.30137 -9.98210 24.90217 0.4 0.7 0.5
H -14.07606 -10.46307 22.47284 0.0 0.2 0.8
H -13.53802 -8.87681 23.18662 -0.3 -0.5 0.3
H -12.55320 -11.68095 24.25952 -0.7 -0.3 -0.6
H -13.56027 -10.52312 25.10555 -0.7 0.2 0.5
Cl -20.96163 -4.92798 22.00197 -0.2 0.4 0.0
C -19.31860 -5.52724 21.65382 0.2 0.9 1.2
C -19.01833 -6.72299 22.52731 -0.4 0.7 -1.0
Cl -20.06415 -8.06092 21.98468 0.3 -0.4 0.5
H -18.58928 -4.73714 21.89800 -0.3 -0.1 0.1
H -19.27221 -5.65049 20.59632 0.1 -0.7 -0.6
H -19.19778 -6.46507 23.58268 0.1 -0.4 -0.4
H -17.99162 -6.93710 22.27143 0.4 -0.7 0.4
Cl -20.05324 -0.49968 20.70616 0.2 -0.9 -0.4
C -19.47543 -2.17085 20.17458 0.8 1.2 0.8
C -20.33872 -2.68473 19.07408 -0.7 -0.1 0.6
Cl -19.57600 -4.16233 18.39406 -0.1 0.2 -0.2
H -19.48633 -2.76743 21.08345 -0.2 -0.1 -0.2
H -18.44494 -2.04338 19.85720 0.0 0.2 0.0
H -20.51198 -1.91280 18.31399 0.1 -0.5 0.0
H -21.26168 -3.01656 19.55655 -0.1 0.1 -0.6
Cl -11.81357 -9.99926 13.87362 0.1 -0.7 -0.3
C -13.31332 -9.12999 14.23111 0.6 2.0 0.2
C -14.14084 -9.73188 15.30724 0.4 -0.7 1.2
Cl -13.15871 -9.77882 16.88013 -0.6 0.2 -0.4
H -13.91926 -8.97616 13.34032 0.1 -0.3 -0.1
H -12.88381 -8.15004 14.55020 -0.9 -0.5 -0.2
H -14.32621 -10.78338 15.12018 -0.2 0.0 -0.1
H -15.08852 -9.21283 15.50743 0.6 0.0 -0.1
C -13.11063 -6.23548 22.27427 0.0 -1.1 -1.2
O -14.26690 -5.99530 21.95032 -0.5 -0.5 0.4
N -12.20836 -5.29874 22.47764 -1.8 1.2 0.4
C -10.84961 -5.58806 22.63385 1.5 -0.3 0.8
C -12.71451 -3.91960 22.57186 -0.6 -1.4 0.0
H -12.66134 -7.26157 22.29081 -0.4 0.4 0.1
H -10.31203 -5.07328 21.83089 0.4 -0.4 0.1
H -10.68657 -6.68620 22.66284 0.0 0.7 -0.5
H -10.48354 -5.22448 23.60856 0.0 0.1 -0.3
H -12.63942 -3.41229 21.63616 0.0 0.4 -0.8
H -13.77672 -3.94671 22.88741 0.7 0.0 -0.2
H -12.10776 -3.43714 23.27948 0.7 0.9 1.1
C -17.27082 -10.04124 14.32528 -1.7 -0.4 0.6
O -16.40276 -9.94750 13.49065 0.2 0.1 -0.4
N -18.62790 -10.12876 14.10696 2.0 0.1 3.0
C -19.56033 -10.05654 15.21991 0.8 -1.6 0.3
C -19.16224 -10.00885 12.86407 -0.6 2.1 -2.7
H -17.07493 -10.11298 15.40964 0.2 0.0 0.0
H -19.69464 -9.06682 15.54305 -0.7 1.5 0.1
H -19.10024 -10.53911 16.09044 -0.3 -0.3 -0.1
H -20.50714 -10.55471 14.96334 0.4 0.2 0.1
H -19.89701 -9.18722 12.76603 0.4 0.1 0.2
H -18.35790 -9.84752 12.16511 0.1 0.0 -0.5
H -19.71086 -10.84758 12.60330 -1.0 -2.0 -0.7
```
Positions in Å, forces in eV/Å.

Atomic partial charges in e from the Mulliken method, atoms 1 to 99: 0.19, -0.11, 0.67, -0.20, -0.31, -0.07, -0.24, -0.02, -0.03, -0.14, -0.70, -0.10, -0.14, 0.36, 0.27, 0.47, 0.03, -0.77, -0.14, -0.16, 0.26, 0.38, -0.05, 0.47, -0.21, -0.04, 0.22, -0.21, 0.22, 0.03, -0.45, 0.44, -0.22, 0.97, -0.32, -0.19, -0.24, -0.43, -0.07, 0.52, -0.20, -0.48, -0.11, -0.20, 0.34, 0.34, 0.22, 0.05, -0.06, -0.70, -0.47, -0.06, 0.28, 0.37, 0.39, 0.23, -0.22, -0.48, -0.17, 0.25, 0.24, 0.42, -0.27, 0.28, -0.05, -0.87, 0.16, -0.22, 0.35, 0.39, -0.07, 0.26, -0.12, 0.55, -0.59, -0.21, 0.10, -0.48, 0.35, 0.39, -0.19, -0.49, 0.58, -0.13, 0.41, -0.01, 0.40, -0.50, -0.22, 0.40, -0.70, -0.04, -0.03, -0.23, 0.42, 0.34, -0.23, -0.39, 0.03

Entry 2:
The following is a DFT calculation (ωB97M-V/def2-TZVPD) of a molecular structure, C28H22N3O2PSe2V.

**M**: 672.34 g/mol
**HOMO energy (alpha / beta)**: -6.84 / -7.33 eV
**Orbital gap (alpha / beta)**: 6.5 / 6.9 eV
**Spin multiplicity**: 4
**Charge**: 0

Structure (XYZ):
```
59
Properties=species:S:1:pos:R:3:forces:R:3
V -0.22655 0.22232 0.29995 -0.8 -1.6 -0.3
Se -1.78795 1.86944 1.20439 -0.8 0.0 0.6
P -2.36874 -0.09359 1.99403 -0.6 0.6 0.4
Se -1.10468 -1.77001 1.41667 -0.4 -0.6 0.5
C -4.09300 -0.39772 1.46841 0.3 -0.1 0.0
C -5.02941 0.62785 1.57748 0.0 -0.1 0.0
C -6.33040 0.42065 1.15301 0.0 0.0 0.1
C -6.69324 -0.79576 0.59088 0.0 -0.1 0.0
C -5.75920 -1.81166 0.46946 0.0 0.0 0.0
C -4.45924 -1.61751 0.91424 0.0 0.0 0.1
C -2.37247 0.07661 3.81630 0.2 -0.1 -0.2
C -2.97215 1.19697 4.38781 0.0 -0.1 0.0
C -2.90343 1.39458 5.75578 -0.1 0.0 0.0
C -2.21449 0.49183 6.55458 0.0 0.0 0.1
C -1.61839 -0.62286 5.98803 0.0 0.0 0.0
C -1.70143 -0.83642 4.61908 -0.1 0.0 0.0
H -4.72990 1.59180 1.96503 0.0 0.0 0.0
H -7.06162 1.21169 1.25565 0.0 0.0 0.0
H -7.70340 -0.94786 0.23323 0.0 0.0 0.0
H -6.03760 -2.75989 0.02867 0.0 0.0 0.0
H -3.72920 -2.41039 0.82211 0.0 0.0 0.0
H -3.46202 1.92509 3.75670 0.0 0.1 0.0
H -3.37911 2.26021 6.19784 0.0 0.0 0.0
H -2.13034 0.66474 7.61973 0.0 0.0 0.0
H -1.08262 -1.32971 6.60815 0.0 0.0 0.0
H -1.23732 -1.70687 4.17473 0.0 0.0 0.0
C 5.48600 1.10544 -7.94767 0.0 0.0 -0.1
O 5.57898 0.84602 -6.56183 0.0 0.0 0.0
C 5.33739 1.87830 -5.71288 0.0 0.1 0.1
C 5.36172 1.57208 -4.35185 0.0 -0.1 0.0
C 5.08239 2.54132 -3.41625 0.1 0.2 -0.1
C 4.81078 3.85743 -3.81241 0.0 -0.7 -0.3
C 4.85856 4.17269 -5.16107 -0.1 0.1 0.3
C 5.09270 3.18630 -6.10966 0.0 -0.1 -0.3
N 4.62799 4.86871 -2.83447 -0.1 0.4 0.4
N 3.83276 4.73105 -1.88837 0.5 0.6 0.0
C 2.87062 3.70655 -1.83536 -0.6 -0.6 -0.6
C 2.06673 3.39490 -2.92486 0.3 0.4 0.4
C 1.01302 2.48465 -2.86038 -0.2 -0.3 0.2
C 0.75789 1.80740 -1.67370 0.2 0.2 -0.3
O -0.14868 0.89491 -1.46302 0.0 0.3 -1.6
C 1.60213 2.09711 -0.56137 0.2 0.1 -0.2
N 1.34306 1.31655 0.52482 2.3 1.3 0.8
C 2.13108 1.44062 1.58459 -0.3 0.0 -0.2
C 3.17702 2.36726 1.63338 0.2 0.3 0.0
C 3.42419 3.18667 0.55795 -0.1 -0.1 0.2
C 2.63518 3.05007 -0.60187 0.0 -0.1 -0.2
H 5.68167 0.15903 -8.44413 0.0 0.0 0.0
H 6.22936 1.83978 -8.27029 0.0 0.0 0.0
H 4.48665 1.45844 -8.21757 0.0 0.0 0.0
H 5.60222 0.55969 -4.05438 0.0 0.0 0.0
H 5.10115 2.30183 -2.36087 0.0 -0.1 0.0
H 4.66748 5.19016 -5.47778 0.1 0.0 0.0
H 5.08960 3.45265 -7.15746 0.0 0.0 0.0
H 2.25210 3.91237 -3.85694 0.0 0.0 0.0
H 0.41344 2.28218 -3.73739 0.0 0.0 0.0
H 1.91125 0.79000 2.42251 0.0 0.0 0.0
H 3.78426 2.42856 2.52556 0.0 0.0 0.0
H 4.21159 3.92898 0.57762 0.0 0.0 0.0
```
Positions in Å, forces in eV/Å.

The Mulliken scheme yields these atomic charges, measured in e: 0.76, -0.24, 0.50, -0.60, 0.98, -0.36, -0.74, -0.43, -0.62, -0.26, 0.95, -0.33, -0.75, -0.42, -0.62, -0.26, 0.20, 0.37, 0.38, 0.39, 0.23, 0.18, 0.38, 0.38, 0.38, 0.26, -0.86, -0.43, 0.85, -0.75, 0.13, -0.08, -0.70, -0.28, -0.64, -0.32, 0.06, -0.26, -1.01, 1.07, -1.10, 0.24, -0.25, -0.29, -0.80, -0.62, 0.53, 0.24, 0.34, 0.36, 0.42, 0.42, 0.41, 0.38, 0.44, 0.44, 0.47, 0.38, 0.52

| no. | maximum force (eV Å⁻¹) |
| --- | --- |
| 1 | 3.66 |
| 2 | 2.76 |